Entry 1:
Here is C25H31N2O4S2 as an isolated structure at a distorted geometry from OMol25. Energies are from ωB97M-V/def2-TZVPD.

```
64
C25H31N2O4S2, DFT ωB97M-V/def2-TZVPD
C -4.047 -2.242 -0.088
C -4.124 -2.458 1.408
C -5.462 -3.075 1.827
O -3.086 -3.327 1.862
C -1.793 -2.823 1.874
O -0.875 -3.620 1.940
C -1.639 -1.387 1.944
C -0.340 -0.894 2.421
C -0.010 0.540 2.000
C -0.728 1.199 0.979
C -0.543 2.563 0.741
C 0.475 3.248 1.446
N 0.662 4.599 1.259
C 0.073 5.287 0.124
C -1.338 4.807 -0.130
C -1.367 3.279 -0.280
C 1.881 5.237 1.716
C 2.319 4.697 3.061
C 2.484 3.189 2.985
C 1.317 2.533 2.335
C 1.071 1.194 2.583
C -2.810 -0.622 2.330
O -2.800 0.471 2.860
O -4.050 -1.215 2.119
H -3.108 -1.759 -0.367
H -4.126 -3.209 -0.588
H -4.889 -1.618 -0.402
H -5.515 -3.149 2.918
H -6.282 -2.445 1.480
H -5.566 -4.071 1.403
H 0.398 -1.646 2.101
H -1.436 0.650 0.360
H 0.085 6.365 0.354
H 0.678 5.123 -0.791
H -1.986 5.104 0.702
H -1.729 5.293 -1.028
H -0.998 3.038 -1.291
H -2.405 2.920 -0.247
H 2.700 5.070 0.986
H 1.688 6.319 1.779
H 3.260 5.164 3.359
H 1.582 4.929 3.831
H 3.394 2.956 2.409
H 2.624 2.754 3.981
H 1.732 0.623 3.234
C -2.682 -4.890 7.473
C -2.692 -3.371 7.504
C -2.171 -2.775 6.194
N -0.820 -3.252 5.872
C -0.068 -2.585 4.930
S -0.312 -0.945 4.354
S 1.178 -3.337 4.139
C -0.648 -4.718 5.915
C -1.281 -5.403 7.134
H -2.995 -5.299 8.444
H -3.391 -5.248 6.718
H -3.721 -3.010 7.650
H -2.093 -3.021 8.346
H -2.872 -3.043 5.372
H -2.139 -1.679 6.267
H -1.061 -5.174 4.997
H 0.424 -4.951 5.910
H -0.633 -5.288 8.013
H -1.324 -6.483 6.917
```

Summary:
Molar mass (g/mol): 487.67
Energy above the lowest of the compared OMol25 structures with the same formula, charge and spin (kJ/mol): 45.72
Highest occupied orbital energy (eV): -3.90
Charge: -1
HOMO-LUMO gap (eV): 6.624

Entry 2:
Here is a 2-piece molecular cluster, C25H31N2O6S overall at a distorted geometry from OMol25. Energies are from ωB97M-V/def2-TZVPD.

```
65
C25H31N2O6S, DFT ωB97M-V/def2-TZVPD
C 0.318 2.911 -3.979
N 1.693 2.718 -4.530
C 2.412 1.612 -3.837
C 2.538 1.838 -2.283
C 3.604 2.730 -1.816
C 4.651 3.434 -2.740
O 5.800 3.161 -2.519
O 4.324 4.352 -3.733
C 3.758 2.989 -0.365
O 4.709 3.814 0.192
C 2.811 2.341 0.521
N 1.802 1.492 0.074
C 0.925 0.924 1.139
C 0.374 2.026 2.153
C -1.076 1.671 2.658
C -2.156 1.921 1.518
S -3.755 1.305 2.201
O -3.610 -0.090 2.609
O -4.156 2.111 3.347
O -4.973 1.376 1.088
C 1.643 1.203 -1.274
C 0.528 0.206 -1.755
C 0.777 -1.222 -1.126
C 2.098 -1.592 -0.582
C 2.354 -2.903 0.051
C 1.294 -3.899 0.182
C -0.026 -3.541 -0.381
C -0.282 -2.236 -1.014
H -0.270 3.462 -4.768
H 0.324 3.595 -3.076
H -0.150 1.926 -3.739
H 2.188 3.586 -4.294
H 2.015 0.607 -4.121
H 3.469 1.650 -4.239
H 4.355 3.837 -4.570
H 5.562 3.345 0.074
H 2.921 2.519 1.622
H 0.039 0.373 0.743
H 1.575 0.193 1.704
H 1.102 2.076 3.006
H 0.342 3.007 1.601
H -1.311 2.408 3.480
H -1.138 0.625 3.074
H -2.262 3.032 1.350
H -1.883 1.440 0.540
H -4.531 1.559 0.234
H 0.509 0.117 -2.876
H -0.500 0.591 -1.480
H 2.982 -0.899 -0.613
H 3.378 -3.099 0.464
H 1.507 -4.868 0.684
H -0.836 -4.300 -0.289
H -1.320 -2.056 -1.377
C -2.559 -4.927 2.252
C -2.933 -3.601 2.437
C -4.245 -3.288 2.770
C -5.182 -4.303 2.927
C -4.807 -5.629 2.745
C -3.497 -5.942 2.404
H -1.535 -5.171 1.990
H -2.200 -2.810 2.322
H -4.537 -2.253 2.908
H -6.204 -4.060 3.191
H -5.538 -6.420 2.869
H -3.207 -6.975 2.257
```

Summary:
Molar mass (g/mol): 487.60
Energy above the lowest of the compared OMol25 structures with the same formula, charge and spin (kJ/mol): 340.39
Highest occupied orbital energy (eV): -10.79
Charge: +1
HOMO-LUMO gap (eV): 6.030

Entry 3:
Here is one molecule with the formula C25H31N3O4 at a distorted geometry from OMol25. Energies are from ωB97M-V/def2-TZVPD.

```
63
C25H31N3O4, DFT ωB97M-V/def2-TZVPD
C -5.988 -4.559 0.070
O -4.988 -3.629 0.395
C -5.123 -2.336 -0.044
C -4.098 -1.478 0.320
C -4.150 -0.145 -0.079
C -5.248 0.306 -0.855
C -6.271 -0.558 -1.216
C -6.202 -1.874 -0.807
H -6.999 -2.544 -1.087
H -7.115 -0.226 -1.803
N -5.059 1.636 -1.121
C -3.890 2.044 -0.524
C -3.299 0.986 0.119
C -2.022 0.986 0.905
O -2.250 0.607 2.250
H -2.767 -0.206 2.246
C -0.960 0.107 0.209
N 0.382 0.578 0.488
C 0.786 0.323 1.859
C 2.138 0.972 2.124
N 3.130 0.416 1.224
C 2.724 0.661 -0.147
C 1.370 0.010 -0.408
H 1.066 0.207 -1.440
H 1.466 -1.082 -0.272
H 3.474 0.234 -0.815
H 2.643 1.744 -0.351
C 4.464 0.925 1.489
C 5.506 0.147 0.731
C 5.429 -1.238 0.694
C 6.367 -2.012 0.017
C 7.389 -1.344 -0.613
C 7.475 0.047 -0.580
C 6.547 0.814 0.080
H 6.625 1.888 0.092
O 8.580 0.452 -1.286
C 9.187 -0.730 -1.761
O 8.438 -1.848 -1.342
H 9.229 -0.705 -2.863
H 10.213 -0.802 -1.364
H 6.303 -3.087 -0.012
H 4.606 -1.717 1.199
H 4.651 0.810 2.562
H 4.550 2.000 1.246
H 2.444 0.768 3.153
H 2.044 2.065 1.995
H 0.037 0.741 2.531
H 0.868 -0.762 2.051
H -1.099 -0.946 0.509
H -1.120 0.175 -0.870
H -1.616 2.001 0.966
C -3.440 3.455 -0.647
H -3.205 3.697 -1.684
H -4.219 4.138 -0.308
H -2.550 3.618 -0.047
C -5.939 2.487 -1.867
H -6.441 3.207 -1.213
H -5.384 3.039 -2.629
H -6.695 1.881 -2.360
H -3.279 -1.879 0.897
H -5.672 -5.500 0.519
H -6.082 -4.692 -1.013
H -6.960 -4.272 0.486
```

Summary:
Molar mass (g/mol): 437.54
Energy above the lowest of the compared OMol25 structures with the same formula, charge and spin (kJ/mol): 401.23
Highest occupied orbital energy (eV): -7.58
Structure (SMILES): COc1ccc2c(c1)c([C@@H](O)CN1CCN(Cc3ccc4c(c3)OCO4)CC1)c(C)n2C
Charge: 0
HOMO-LUMO gap (eV): 8.326

Entry 4:
Here is C25H31N3OP2Tl as an isolated structure at a distorted geometry from OMol25. Energies are from ωB97M-V/def2-TZVPD.

```
63
C25H31N3OP2Tl, DFT ωB97M-V/def2-TZVPD
C -1.617 2.734 -3.325
C -1.236 1.602 -2.628
C 0.156 1.312 -2.547
C 1.137 2.211 -2.989
C 0.723 3.338 -3.701
C -0.642 3.585 -3.857
C 2.565 1.833 -2.709
C 2.801 0.347 -2.763
C 1.739 -0.467 -2.344
C 1.881 -1.881 -2.201
C 3.061 -2.453 -2.645
C 4.088 -1.654 -3.165
C 3.969 -0.263 -3.228
H -2.682 2.949 -3.439
H 1.497 3.973 -4.140
H -0.958 4.471 -4.398
H 3.222 2.337 -3.421
H 3.173 -3.538 -2.594
H 4.998 -2.126 -3.525
H 4.745 0.372 -3.664
N 0.523 0.092 -2.048
Tl 0.187 0.049 0.322
C -2.273 0.632 -2.083
H -2.100 -0.398 -2.443
H -3.294 0.938 -2.354
C 0.714 -2.747 -1.741
H -0.184 -2.503 -2.340
H 0.955 -3.820 -1.835
P -2.267 0.569 -0.261
P 0.180 -2.522 0.006
C 1.423 -3.342 1.079
H 1.088 -3.236 2.133
H 1.498 -4.405 0.777
H 2.393 -2.824 0.953
C -1.386 -3.446 0.191
H -1.145 -4.523 0.100
H -1.808 -3.225 1.194
H -2.097 -3.114 -0.595
C -2.577 2.270 0.297
H -3.466 2.639 -0.241
H -2.746 2.266 1.388
H -1.703 2.905 0.068
C -3.668 -0.438 0.307
H -3.600 -0.571 1.402
H -4.581 0.128 0.056
H -3.649 -1.421 -0.197
H 2.806 2.172 -1.680
H 1.866 -0.494 0.632
N 0.849 1.938 6.679
C 0.999 1.901 5.310
O 1.813 2.581 4.722
C 0.069 0.959 4.622
C -0.968 0.175 5.192
C -1.725 -0.703 4.407
C -1.457 -0.789 3.044
N -0.541 0.032 2.532
C 0.251 0.851 3.249
H 1.459 2.533 7.162
H 0.194 1.370 7.207
H -1.158 0.255 6.256
H -2.532 -1.334 4.793
H -1.972 -1.468 2.341
H 1.013 1.390 2.680
```

Summary:
Molar mass (g/mol): 655.87
Energy above the lowest of the compared OMol25 structures with the same formula, charge and spin (kJ/mol): 0.00
Highest occupied orbital energy (eV): -8.94
Charge: +1
HOMO-LUMO gap (eV): 5.609

Entry 5:
Here is C25H31N5O6Ti as an isolated structure at a distorted geometry from OMol25. Energies are from ωB97M-V/def2-TZVPD.

```
68
C25H31N5O6Ti, DFT ωB97M-V/def2-TZVPD
Ti -1.211 0.525 -0.557
O -1.425 3.010 2.441
C -1.564 1.716 2.053
O -0.748 1.253 1.141
C -2.752 0.932 2.430
O -3.373 0.292 1.280
C -4.343 1.095 0.618
C -3.799 2.175 -0.336
O -4.594 3.015 -0.718
O -2.562 2.081 -0.662
H -0.866 3.447 1.782
H -2.509 0.080 3.077
H -3.478 1.565 2.945
H -5.011 1.572 1.339
H -4.947 0.407 0.019
C -4.622 -1.665 -2.219
C -3.392 -1.472 -1.388
O -2.603 -0.550 -1.640
N -3.160 -2.326 -0.381
C -1.940 -2.318 0.426
C -0.679 -2.519 -0.387
C -0.240 -3.785 -0.728
C 0.900 -3.907 -1.511
C 1.563 -2.763 -1.925
C 1.068 -1.530 -1.530
N -0.025 -1.411 -0.773
H -4.904 -0.707 -2.648
H -5.446 -2.066 -1.632
H -4.397 -2.357 -3.032
H -3.758 -3.133 -0.315
H -2.051 -3.114 1.161
H -1.876 -1.374 0.979
H -0.779 -4.658 -0.386
H 1.270 -4.886 -1.783
H 2.448 -2.806 -2.543
H 1.550 -0.603 -1.812
C 2.345 1.481 2.056
C 3.337 1.179 3.214
N 3.700 -0.240 3.213
C 2.495 -1.040 3.429
C 1.428 -0.693 2.356
N 1.986 0.238 1.376
C 3.197 -0.350 0.802
C 4.261 -0.584 1.908
H 2.784 2.156 1.317
H 1.429 1.941 2.429
H 2.893 1.412 4.184
H 4.253 1.767 3.120
H 2.123 -0.835 4.435
H 2.779 -2.094 3.389
H 0.556 -0.215 2.808
H 1.083 -1.588 1.827
H 3.570 0.328 0.029
H 2.927 -1.292 0.319
H 5.147 0.034 1.744
H 4.586 -1.626 1.937
N 3.844 3.397 -5.352
C 3.027 3.022 -4.635
C 2.014 2.537 -3.743
C 2.039 2.889 -2.394
C 1.086 2.372 -1.533
C 0.079 1.493 -1.958
C 0.069 1.196 -3.328
C 1.007 1.697 -4.216
H 2.808 3.560 -2.031
H 1.137 2.654 -0.486
H -0.704 0.545 -3.734
H 0.971 1.443 -5.268
```

Summary:
Molar mass (g/mol): 545.42
2S+1: 3
Energy above the lowest of the compared OMol25 structures with the same formula, charge and spin (kJ/mol): 38.90
Highest occupied orbital energy (alpha / beta) (eV): -5.64 / -7.82
Charge: 0
HOMO-LUMO gap (alpha / beta) (eV): 5.117 / 7.297

Entry 6:
Here is C25H32Br2CaN3O7S2 as an isolated structure at a distorted geometry from OMol25. Energies are from ωB97M-V/def2-TZVPD.

```
72
C25H32Br2CaN3O7S2, DFT ωB97M-V/def2-TZVPD
Ca 1.110 -0.110 0.152
C -3.093 -0.530 -2.580
C -2.638 -1.290 -1.366
C -1.642 -2.257 -1.483
C -1.255 -3.040 -0.405
C -0.210 -4.107 -0.570
C -1.868 -2.815 0.829
C -2.842 -1.839 0.983
C -3.489 -1.582 2.315
C -3.224 -1.089 -0.127
H -3.762 -1.142 -3.190
H -2.248 -0.247 -3.210
H -3.634 0.376 -2.305
H -1.157 -2.406 -2.442
H -0.406 -4.948 0.097
H 0.781 -3.732 -0.331
H -0.195 -4.477 -1.597
H -1.572 -3.415 1.684
H -4.575 -1.679 2.251
H -3.270 -0.569 2.663
H -3.129 -2.279 3.071
H -3.995 -0.330 -0.019
N 2.716 2.131 -0.762
C 3.780 1.966 0.256
C 3.082 1.891 1.617
O 3.252 2.748 2.484
O 2.280 0.897 1.692
H 3.102 2.071 -1.697
H 2.311 3.052 -0.639
H 4.518 2.774 0.265
H 4.271 1.012 0.063
Br 4.300 0.018 -5.682
C 3.168 -0.248 -4.165
C 3.352 -1.327 -3.387
C 2.542 -1.490 -2.161
N 1.368 -0.678 -2.133
C 1.263 0.384 -2.933
C 2.117 0.687 -3.970
C 0.051 1.247 -2.672
C -0.599 1.902 -3.715
C -1.729 2.637 -3.419
Br -2.649 3.530 -4.808
C -2.211 2.698 -2.125
C -1.503 2.004 -1.156
N -0.397 1.317 -1.408
H 4.126 -2.050 -3.601
H 2.287 -2.539 -2.001
H 2.010 1.563 -4.589
H -0.236 1.805 -4.727
H -3.107 3.246 -1.875
H -1.828 1.989 -0.122
C -1.289 3.438 4.265
C -1.553 2.121 3.549
S -0.033 1.478 2.817
O -0.555 0.672 1.606
C 0.400 0.251 4.056
C -0.473 -0.987 4.040
H -2.221 3.868 4.635
H -0.814 4.159 3.600
H -0.621 3.304 5.117
H -2.218 2.255 2.695
H -1.996 1.384 4.219
H 0.374 0.786 5.009
H 1.435 0.009 3.814
H -1.497 -0.787 4.358
H -0.043 -1.726 4.716
H -0.512 -1.421 3.043
O 3.423 -1.154 -0.916
S 3.289 -2.183 0.359
O 4.176 -1.615 1.330
O 1.837 -2.063 0.744
O 3.565 -3.518 -0.105
```

Summary:
Molar mass (g/mol): 750.57
Energy above the lowest of the compared OMol25 structures with the same formula, charge and spin (kJ/mol): 0.00
Highest occupied orbital energy (eV): -4.68
Charge: -1
HOMO-LUMO gap (eV): 6.693

Entry 7:
Here is one molecule with the formula C25H32ClFN4O3S at a distorted geometry from OMol25. Energies are from ωB97M-V/def2-TZVPD.

```
67
C25H32ClFN4O3S, DFT ωB97M-V/def2-TZVPD
C -6.289 -2.853 0.688
H -7.331 -3.138 0.573
H -6.207 -1.782 0.516
H -5.985 -3.070 1.709
C -5.433 -3.634 -0.315
N -4.008 -3.380 -0.287
C -3.617 -2.036 -0.654
C -2.108 -2.019 -0.889
N -1.435 -2.419 0.340
C -0.082 -2.066 0.456
C 0.959 -2.990 0.456
C 2.273 -2.573 0.589
C 2.550 -1.229 0.727
C 1.540 -0.288 0.767
C 0.223 -0.699 0.641
N -0.852 0.189 0.753
C -0.863 1.521 0.476
O 0.081 2.144 0.058
C -2.244 2.136 0.745
C -2.265 3.572 0.324
C -2.866 3.969 -0.864
C -2.864 5.277 -1.308
C -2.224 6.236 -0.543
C -1.606 5.884 0.644
C -1.627 4.564 1.065
Cl -0.853 4.144 2.546
H -1.104 6.627 1.242
H -2.205 7.262 -0.874
H -3.350 5.524 -2.238
F -3.492 3.033 -1.612
H -2.999 1.573 0.194
H -2.447 2.056 1.816
H -1.718 -0.267 1.015
H 1.784 0.752 0.899
S 4.237 -0.676 0.944
O 4.412 -0.238 2.299
O 5.114 -1.714 0.466
N 4.234 0.679 -0.032
C 4.283 0.382 -1.446
C 5.711 0.146 -1.940
C 6.593 1.335 -1.564
C 6.536 1.555 -0.054
C 5.087 1.773 0.379
H 5.009 1.834 1.465
H 4.686 2.691 -0.063
H 6.922 0.672 0.459
H 7.141 2.417 0.234
H 7.621 1.152 -1.880
H 6.236 2.233 -2.076
H 6.092 -0.758 -1.463
H 5.704 -0.003 -3.021
H 3.668 -0.506 -1.606
H 3.827 1.225 -1.977
H 3.091 -3.275 0.573
H 0.744 -4.040 0.332
C -1.825 -3.767 0.699
C -3.337 -3.778 0.933
H -3.658 -4.787 1.198
H -3.565 -3.102 1.777
H -1.308 -4.055 1.616
H -1.590 -4.490 -0.097
H -1.776 -1.027 -1.197
H -1.873 -2.728 -1.698
H -4.135 -1.755 -1.573
H -3.868 -1.298 0.131
H -5.777 -3.412 -1.330
H -5.569 -4.706 -0.144
```

Summary:
Molar mass (g/mol): 523.07
Energy above the lowest of the compared OMol25 structures with the same formula, charge and spin (kJ/mol): 0.00
Highest occupied orbital energy (eV): -8.43
Structure (SMILES): CCN1CCN(c2ccc(S(=O)(=O)N3CCCCC3)cc2NC(=O)Cc2c(F)cccc2Cl)CC1
Charge: 0
HOMO-LUMO gap (eV): 8.972

> What is the formula in the fifth record?

C25H31N5O6Ti